{
  "formula": "C31H44Cl4CrN3OPSSi",
  "method": "wB97M-V/def2-TZVPD",
  "symbols": ["Cr", "Cl", "C", "C", "C", "Cl", "C", "C", "C", "C", "N", "C", "C", "O", "H", "H", "H", "H", "C", "C", "C", "P", "C", "C", "C", "C", "C", "C", "H", "H", "H", "H", "H", "H", "H", "H", "H", "H", "H", "H", "H", "H", "H", "H", "H", "H", "H", "H", "H", "Cl", "C", "Cl", "H", "H", "N", "C", "S", "N", "C", "C", "C", "C", "C", "C", "H", "H", "H", "H", "H", "H", "H", "H", "C", "Si", "C", "C", "C", "C", "H", "H", "H", "H", "H", "H", "H", "H", "H"],
  "positions_angstrom": [[-0.05690, -0.08800, 0.11450], [-3.91300, 2.40320, -1.73620], [-2.86940, 2.88220, -0.44870], [-3.04780, 4.11530, 0.17320], [-2.23810, 4.50730, 1.22100], [-2.48840, 6.04630, 1.95260], [-1.21380, 3.66290, 1.70360], [-0.34070, 3.95780, 2.76920], [0.60660, 3.02530, 3.12040], [0.69960, 1.81900, 2.42560], [-0.10660, 1.50080, 1.42030], [-1.04290, 2.41410, 1.05820], [-1.85510, 2.01370, -0.03680], [-1.58650, 0.85930, -0.56300], [-3.82750, 4.77510, -0.17190], [-0.42210, 4.90310, 3.28200], [1.30000, 3.21630, 3.92400], [1.45860, 1.09900, 2.69660], [-0.64390, -1.08600, 3.70330], [-1.19130, -2.32560, 2.99410], [-2.41230, -2.84850, 3.74560], [-1.38810, -1.97920, 1.15790], [-3.16640, -1.52130, 0.76610], [-3.58550, -0.31160, 1.60550], [-4.24810, -2.59680, 0.78110], [-1.16000, -3.68890, 0.39950], [-1.78320, -4.86770, 1.14450], [0.33490, -3.98080, 0.24520], [-0.49110, -1.30540, 4.75830], [-1.33630, -0.24850, 3.63850], [0.31650, -0.78720, 3.28970], [-0.40780, -3.09530, 3.02230], [-3.18250, -2.08680, 3.81940], [-2.11040, -3.11360, 4.75780], [-2.82770, -3.73630, 3.28230], [-3.06760, -1.18150, -0.27770], [-3.94590, -0.61040, 2.58520], [-4.38850, 0.22490, 1.10580], [-2.75630, 0.38200, 1.74120], [-4.41000, -3.00760, 1.77310], [-4.02480, -3.40420, 0.08740], [-5.18250, -2.13770, 0.46160], [-1.61300, -3.61220, -0.59880], [-1.26550, -5.04840, 2.08320], [-1.67330, -5.76020, 0.53020], [-2.84080, -4.73690, 1.34070], [0.83810, -3.94420, 1.20980], [0.82270, -3.28270, -0.42960], [0.46420, -4.98130, -0.16230], [1.86120, -1.20170, 1.04190], [3.45240, -0.41060, 1.13480], [3.80980, 0.10560, 2.78920], [3.40610, 0.45740, 0.46900], [4.20340, -1.13340, 0.81830], [-1.98500, 0.00240, -3.08110], [-1.48560, -1.23030, -3.01570], [-0.21530, -1.58130, -1.94800], [-2.00780, -2.16040, -3.82850], [-1.68180, -3.51790, -4.03190], [-2.69470, -4.34850, -4.50880], [-2.43710, -5.68060, -4.77110], [-1.17040, -6.20000, -4.55650], [-0.16310, -5.37260, -4.09220], [-0.40770, -4.03440, -3.83660], [-1.77940, 0.64630, -2.31350], [-2.76520, 0.23100, -3.67810], [-2.81770, -1.86380, -4.36520], [-3.68430, -3.95230, -4.68870], [-3.22290, -6.30920, -5.15950], [-0.96840, -7.23840, -4.76590], [0.83320, -5.76150, -3.95160], [0.39190, -3.39230, -3.51050], [4.98470, 1.97210, -2.92310], [3.59430, 0.67940, -2.88570], [4.28510, -1.01060, -2.30500], [2.65440, 0.50810, -4.53800], [2.28630, 1.01040, -1.60510], [1.31330, 0.89630, -0.88340], [5.70480, 1.72940, -3.69800], [5.52040, 2.00720, -1.97940], [4.60550, 2.96800, -3.12550], [4.85940, -1.50070, -3.08370], [3.47480, -1.67780, -2.02190], [4.93970, -0.89340, -1.44730], [3.28760, 0.15320, -5.34700], [2.23050, 1.46090, -4.84420], [1.83320, -0.19670, -4.42490]],
  "forces_ev_per_angstrom": [[-1.4, 1.3, -1.4], [-0.1, 0.0, 0.0], [0.9, -1.0, 0.2], [0.3, 0.6, 0.7], [-0.5, -0.2, -0.5], [0.0, 0.1, 0.1], [0.2, -0.4, -0.1], [0.1, -0.4, -0.1], [-0.1, 0.4, 0.0], [-0.2, -0.3, -0.4], [0.4, 0.2, 0.8], [-0.5, 0.5, -0.2], [-0.5, 1.8, 0.6], [0.7, -1.7, 0.0], [-0.1, 0.1, 0.0], [0.0, 0.1, 0.1], [0.0, 0.0, 0.1], [-0.1, 0.0, 0.0], [0.1, -0.1, 0.0], [0.1, 0.4, -0.2], [0.1, -0.1, -0.2], [-0.5, -1.1, 0.2], [0.4, 0.3, -0.2], [0.2, 0.0, -0.1], [0.2, 0.0, 0.0], [0.2, 0.3, -0.1], [-0.2, 0.2, 0.0], [-0.2, 0.1, -0.1], [0.0, 0.0, 0.1], [-0.1, 0.1, 0.0], [0.0, 0.1, 0.0], [-0.1, 0.1, -0.1], [-0.1, 0.0, 0.0], [0.0, 0.0, 0.1], [-0.1, 0.0, 0.0], [0.1, 0.0, 0.2], [0.0, 0.0, 0.1], [-0.1, 0.1, 0.0], [-0.1, 0.1, 0.1], [0.0, -0.1, 0.1], [0.0, -0.1, 0.0], [-0.1, 0.0, 0.0], [0.1, 0.0, 0.2], [0.0, -0.1, 0.1], [0.0, -0.1, 0.0], [-0.1, 0.0, 0.1], [0.1, -0.1, 0.1], [0.1, -0.1, 0.0], [0.1, -0.1, 0.0], [0.1, -0.9, 0.6], [0.5, 0.7, -0.1], [0.0, -0.1, -0.2], [0.0, -0.2, 0.2], [-0.3, 0.0, 0.1], [-0.2, 0.1, -0.1], [0.1, 0.3, 0.3], [0.3, 0.0, 0.3], [-0.5, 0.4, -0.4], [0.1, -0.5, 0.0], [0.1, 0.1, 0.1], [0.1, 0.0, 0.0], [0.0, -0.1, 0.0], [-0.1, -0.1, -0.1], [0.1, 0.1, -0.1], [0.0, -0.3, -0.3], [0.0, -0.1, 0.0], [0.2, 0.0, 0.1], [-0.1, 0.1, 0.0], [-0.1, -0.1, 0.0], [0.0, -0.1, 0.0], [0.1, 0.0, 0.0], [0.0, 0.0, 0.0], [-0.6, -0.5, 0.0], [0.0, -0.3, -0.2], [-0.3, 0.6, -0.3], [0.5, 0.1, 0.6], [0.8, 0.4, -0.6], [-0.3, -0.6, 0.1], [0.1, -0.1, -0.2], [0.0, 0.0, 0.2], [-0.1, 0.2, -0.1], [0.1, -0.1, -0.2], [-0.2, -0.1, 0.0], [0.2, 0.1, 0.2], [0.2, 0.0, -0.1], [0.0, 0.2, 0.0], [-0.1, -0.1, 0.1]],
  "lowdin_spin": [1.0445, -0.0015, -0.0072, 0.0015, -0.0069, -0.0021, 0.0002, -0.0020, 0.0014, 0.0006, 0.0033, 0.0006, 0.0053, -0.0015, 0.0002, -0.0001, 0.0002, 0.0000, 0.0000, -0.0026, -0.0008, -0.0113, -0.0015, 0.0000, -0.0006, 0.0002, -0.0003, -0.0003, 0.0000, 0.0000, 0.0001, 0.0000, 0.0000, -0.0002, 0.0000, 0.0000, 0.0000, 0.0000, 0.0001, 0.0000, 0.0000, -0.0001, 0.0001, 0.0000, 0.0000, 0.0000, 0.0000, 0.0000, 0.0000, 0.0156, 0.0001, 0.0023, -0.0002, -0.0002, -0.0009, -0.0006, -0.0038, -0.0010, 0.0000, -0.0001, 0.0000, -0.0001, 0.0000, -0.0002, 0.0001, 0.0001, -0.0001, 0.0000, 0.0000, 0.0000, 0.0000, 0.0000, -0.0001, -0.0010, -0.0006, 0.0000, -0.0113, -0.0171, 0.0000, 0.0000, 0.0000, -0.0001, 0.0000, 0.0000, 0.0000, 0.0000, 0.0000],
  "lumo_energy_ha": [-0.154, -0.137],
  "homo_energy_ev": [-10.65, -10.68],
  "spin_multiplicity": 2,
  "total_charge": 1
}


{
  "formula": "C3H5N5",
  "method": "wB97M-V/def2-TZVPD",
  "symbols": ["C", "C", "C", "H", "H", "H", "H", "H", "N", "N", "N", "N", "N"],
  "positions_angstrom": [[0.33373, 0.28901, -0.49408], [-1.79366, -1.23054, -0.59779], [-1.02124, -1.22972, 0.48533], [2.98514, 1.12144, 0.64008], [1.75705, 2.36643, 0.75160], [-3.00263, -1.40972, -0.44694], [-1.33714, -1.76584, 1.44847], [0.88093, -0.15953, 1.13159], [1.94723, 1.46175, 0.69798], [1.30755, 1.06100, -0.68863], [-0.55998, 0.39905, -1.63005], [-1.61440, -0.36345, -1.73393], [0.11741, -0.53988, 0.43638]],
  "forces_ev_per_angstrom": [[-1.2, 2.3, -6.6], [-5.5, 0.7, -0.7], [-1.3, -1.6, 2.3], [-2.6, 1.8, 0.2], [-0.1, 4.9, 0.2], [3.5, -0.4, -0.6], [0.7, 0.9, -1.6], [-1.7, -1.6, 0.2], [1.9, -8.5, -2.3], [2.6, 3.2, 2.4], [-2.2, -1.9, -1.0], [3.3, 0.9, 2.4], [2.5, -0.5, 5.2]],
  "mulliken_charge": [0.3485, -0.2786, 0.0088, 0.2449, 0.2036, 0.2449, 0.3040, 0.4782, -0.5634, -0.4502, -0.1751, -0.2747, -0.0910],
  "lumo_energy_ha": -0.007,
  "homo_energy_ev": -8.66
}


{
  "formula": "C4H8N2O2",
  "method": "wB97M-V/def2-TZVPD",
  "symbols": ["C", "N", "C", "C", "N", "C", "O", "O", "H", "H", "H", "H", "H", "H", "H", "H"],
  "positions_angstrom": [[0.93560, -1.94456, -0.07737], [-0.03618, 0.05277, -1.20805], [-0.60771, 0.68666, -0.13732], [0.60817, -1.14760, -1.30912], [-0.00383, 0.63400, 2.13736], [-1.11556, 1.91847, -0.28696], [-0.73407, -0.01456, 1.05304], [0.93993, -1.54514, -2.42906], [-0.10244, 0.51100, -2.10920], [-0.77373, 1.00013, 2.69561], [0.46219, 1.43316, 1.70952], [0.02471, -2.33088, 0.38469], [1.50793, -1.33454, 0.62589], [1.56256, -2.79654, -0.35908], [-1.61997, 2.41695, 0.53394], [-1.04761, 2.46069, -1.22389]],
  "forces_ev_per_angstrom": [[0.2, -0.3, 0.0], [0.3, -0.7, -0.4], [-1.3, 1.2, 0.7], [0.9, -1.3, -1.3], [-0.5, -0.3, -0.1], [0.0, 0.1, 0.4], [0.8, 0.4, -0.9], [-0.4, 0.6, 1.1], [-0.2, 0.0, 0.2], [0.3, 0.2, 0.1], [-0.1, 0.0, 0.1], [0.2, 0.2, 0.2], [-0.3, -0.1, 0.2], [-0.2, 0.3, -0.2], [0.0, -0.2, -0.1], [0.1, -0.1, 0.1]],
  "mulliken_charge": [-0.8897, -0.1073, 0.4424, 0.5687, -0.4684, -0.8375, -0.2577, -0.6361, 0.1866, 0.2769, 0.3079, 0.2617, 0.2921, 0.3050, 0.2825, 0.2728],
  "lumo_energy_ha": 0.026,
  "homo_energy_ev": -8.82
}


{
  "formula": "C3H8N2O2",
  "method": "wB97M-V/def2-TZVPD",
  "symbols": ["N", "C", "O", "N", "C", "C", "O", "H", "H", "H", "H", "H", "H", "H", "H"],
  "positions_angstrom": [[2.32459, 1.02955, -0.42269], [0.94214, 0.76236, -0.35430], [0.20832, 1.66100, 0.10991], [0.60238, -0.60319, -0.50367], [-0.78588, -0.97799, -0.51617], [-1.45062, -0.74264, 0.94689], [-1.82182, 0.57367, 1.07916], [2.59311, 1.44650, 0.46192], [2.90724, 0.23176, -0.65684], [0.83859, 0.33779, -1.63405], [-0.87662, -2.03207, -0.82065], [-1.40006, -0.33002, -1.15274], [-0.72875, -1.09618, 1.70809], [-2.34066, -1.39232, 0.95941], [-1.01195, 1.13177, 0.79572]],
  "forces_ev_per_angstrom": [[0.1, -0.1, 0.1], [0.0, 0.4, 2.9], [0.8, -0.2, -0.8], [1.1, 2.4, -3.2], [-1.3, 0.2, 1.2], [0.7, -0.8, -1.4], [0.4, 0.7, 0.2], [0.2, 0.2, -0.3], [-0.3, 0.1, 0.1], [-0.7, -2.8, 0.8], [0.2, 0.5, 0.0], [0.1, -0.2, 0.0], [-0.3, 0.1, -0.1], [0.3, 0.2, 0.2], [-1.3, -0.6, 0.3]],
  "mulliken_charge": [-0.5183, 0.6873, -0.6811, -0.4245, -0.5267, -0.4065, -0.6114, 0.2760, 0.2589, 0.2414, 0.3780, 0.2672, 0.2712, 0.3224, 0.4661],
  "lumo_energy_ha": -0.033,
  "homo_energy_ev": -9.47
}